Record 1
{
  "formula": "C24H28ClNO3",
  "method": "ωB97M-V with the def2-TZVPD basis set",
  "total_charge": 0,
  "smiles": "COc1ccc(CC2(CO)CCN(CC3=Cc4cc(Cl)ccc4OC3)CC2)cc1",
  "orbital_gap_ev": 8.645,
  "e_lumo_ev": 0.6180,
  "species": ["C", "H", "O", "C", "C", "C", "C", "C", "C", "H", "H", "C", "H", "H", "C", "C", "C", "N", "C", "C", "H", "H", "H", "H", "C", "C", "C", "C", "C", "C", "C", "C", "C", "O", "C", "H", "H", "H", "H", "Cl", "H", "H", "H", "H", "H", "H", "H", "H", "C", "O", "H", "H", "H", "H", "H", "H", "H"],
  "xyz": [[3.70163, 5.22921, -0.14205], [2.63339, 5.06035, -0.31306], [4.26969, 4.20243, 0.63293], [4.23436, 2.92829, 0.15070], [3.69093, 2.54952, -1.07075], [3.70940, 1.21812, -1.45151], [4.25474, 0.23570, -0.63776], [4.81786, 0.63063, 0.57278], [4.80783, 1.95152, 0.96538], [5.24308, 2.25780, 1.90347], [5.28027, -0.10593, 1.21389], [4.24532, -1.20779, -1.05146], [4.31103, -1.26613, -2.14149], [5.12905, -1.68982, -0.62510], [2.99085, -2.00457, -0.60305], [1.72069, -1.33654, -1.14227], [0.44328, -1.91662, -0.54420], [0.48341, -1.81165, 0.90166], [1.57932, -2.59841, 1.43224], [2.90853, -2.04527, 0.92706], [3.71986, -2.66092, 1.31956], [3.01680, -1.02951, 1.30860], [1.55884, -2.52411, 2.52313], [1.48114, -3.66537, 1.16693], [-0.79469, -2.14671, 1.50383], [-1.82776, -1.11981, 1.15095], [-3.02770, -1.39364, 0.63940], [-3.94202, -0.31118, 0.32080], [-5.26321, -0.52954, -0.04743], [-6.06451, 0.53947, -0.40786], [-5.56174, 1.83041, -0.42748], [-4.24687, 2.05570, -0.05987], [-3.43556, 0.99831, 0.33093], [-2.14361, 1.26691, 0.65399], [-1.45788, 0.30795, 1.44501], [-1.65001, 0.51964, 2.51226], [-0.39246, 0.46076, 1.25219], [-3.83454, 3.05187, -0.07091], [-6.19321, 2.65291, -0.72317], [-7.71282, 0.25642, -0.85511], [-5.65790, -1.53383, -0.05401], [-3.34153, -2.40505, 0.42864], [-0.65658, -2.14485, 2.59124], [-1.15144, -3.14920, 1.20598], [-0.41276, -1.34107, -0.90655], [0.30008, -2.96402, -0.86701], [1.75387, -0.27777, -0.88282], [1.68194, -1.42531, -2.23012], [3.11684, -3.43357, -1.17765], [4.20035, -4.16948, -0.66774], [5.02105, -3.74101, -0.93356], [2.23642, -4.02320, -0.91980], [3.17387, -3.37449, -2.27529], [3.29289, 0.94660, -2.41103], [3.25376, 3.27712, -1.73634], [3.83286, 6.14238, 0.43641], [4.21171, 5.33622, -1.10516]],
  "forces_ev_per_a": [[-0.1, 0.2, -0.1], [0.0, 0.0, 0.0], [0.1, -0.3, 0.1], [0.0, -0.1, 0.0], [0.0, 0.4, 0.1], [0.1, -0.1, 0.1], [0.1, 0.0, -0.2], [0.0, 0.2, -0.1], [-0.1, 0.2, 0.0], [0.1, 0.0, 0.1], [0.0, -0.1, 0.1], [-0.3, -0.1, 0.1], [0.1, -0.1, 0.0], [0.1, 0.0, -0.1], [0.1, -0.1, 0.0], [0.0, -0.3, 0.1], [0.1, 0.2, -0.2], [-0.1, -0.1, 0.0], [0.2, 0.1, 0.1], [-0.1, -0.2, 0.0], [0.1, 0.1, 0.0], [0.0, 0.0, 0.1], [0.0, -0.1, 0.0], [-0.1, 0.0, 0.0], [0.0, 0.0, 0.0], [-0.2, 0.0, -0.1], [0.4, 0.0, 0.2], [0.1, 0.4, 0.0], [0.0, 0.2, 0.0], [0.2, 0.0, 0.0], [0.0, -0.1, 0.0], [0.2, -0.1, 0.1], [-0.4, -0.1, 0.0], [-0.1, 0.0, -0.3], [0.2, -0.1, 0.3], [0.1, 0.0, -0.1], [-0.2, 0.0, 0.1], [0.1, 0.1, 0.0], [-0.1, 0.1, 0.0], [-0.2, 0.0, -0.1], [-0.1, -0.1, 0.0], [0.0, -0.2, 0.0], [0.0, -0.1, 0.0], [0.0, 0.0, 0.1], [0.0, -0.1, 0.0], [-0.1, 0.0, 0.0], [-0.1, 0.0, -0.1], [0.0, 0.1, -0.1], [-0.4, 0.3, -0.1], [0.5, -0.1, 0.2], [0.0, -0.1, 0.0], [0.0, 0.1, -0.1], [-0.1, 0.0, 0.1], [-0.1, 0.0, -0.1], [0.0, 0.1, 0.0], [0.0, 0.0, -0.1], [0.0, 0.0, 0.0]],
  "lowdin_charge": [-0.09, 0.10, -0.09, -0.28, -0.01, -0.04, -0.24, -0.04, 0.00, 0.12, 0.12, -0.10, 0.13, 0.12, -0.42, -0.11, -0.17, -0.17, -0.17, -0.11, 0.12, 0.11, 0.12, 0.13, -0.15, -0.19, 0.02, -0.14, -0.06, -0.68, -0.10, 0.01, -0.22, -0.01, -0.11, 0.14, 0.13, 0.12, 0.10, 0.66, 0.11, 0.12, 0.13, 0.13, 0.13, 0.13, 0.11, 0.13, -0.22, -0.05, 0.08, 0.11, 0.13, 0.12, 0.10, 0.09, 0.09]
}

Record 2
{
  "formula": "C24H28FIN2O3PdSi",
  "method": "ωB97M-V with the def2-TZVPD basis set",
  "total_charge": -2,
  "orbital_gap_ev": 3.410,
  "e_lumo_ev": 3.3569,
  "species": ["Pd", "O", "C", "C", "C", "C", "C", "C", "C", "C", "N", "H", "H", "H", "H", "H", "H", "H", "H", "H", "H", "H", "C", "Si", "C", "C", "N", "C", "C", "C", "C", "C", "C", "F", "H", "H", "H", "H", "H", "H", "H", "H", "H", "H", "H", "H", "H", "I", "C", "C", "C", "C", "C", "C", "C", "O", "O", "H", "H", "H", "H"],
  "xyz": [[-0.54966, -0.11193, -0.24024], [-2.85687, 1.31034, -1.83275], [-2.52422, 2.65442, -2.05833], [-1.14390, 2.90314, -2.66735], [0.06632, 2.48528, -1.82262], [0.02001, 3.01117, -0.41895], [0.78325, 4.09835, -0.00239], [0.69200, 4.52872, 1.31091], [-0.17138, 3.87373, 2.17097], [-0.88604, 2.79276, 1.67656], [-0.80467, 2.37142, 0.42147], [-2.12510, 0.87302, -1.29354], [-2.62370, 3.24598, -1.13731], [-3.26787, 3.04399, -2.76516], [-1.07855, 3.98058, -2.87487], [-1.08547, 2.38539, -3.62986], [0.98594, 2.81825, -2.31101], [0.13180, 1.38618, -1.73034], [1.46229, 4.57081, -0.70130], [1.30485, 5.35174, 1.66144], [-0.25864, 4.15245, 3.21287], [-1.53791, 2.21613, 2.32203], [-1.89271, -3.73225, -3.25627], [-1.75799, -2.11462, -2.22853], [-1.01132, -0.94197, -3.51428], [-3.57739, -1.72963, -1.89322], [-0.87359, -2.16624, -0.77445], [-0.49058, -3.21826, -0.02857], [-0.38080, -4.56391, -0.48553], [0.03231, -5.62348, 0.30799], [0.37590, -5.44164, 1.63926], [0.28021, -4.14358, 2.14290], [-0.13536, -3.10136, 1.35081], [-0.22669, -1.89659, 1.94949], [-2.45273, -3.47083, -4.16270], [-2.43431, -4.53343, -2.74735], [-0.91560, -4.11421, -3.56467], [-1.75273, -0.22454, -3.87332], [-0.62012, -1.51195, -4.36463], [-0.19558, -0.38123, -3.05599], [-4.07012, -1.30243, -2.77205], [-3.67183, -1.01320, -1.07893], [-4.09081, -2.65759, -1.61836], [-0.60938, -4.76840, -1.51962], [0.09115, -6.61090, -0.14182], [0.70663, -6.26110, 2.26545], [0.52276, -3.90648, 3.17303], [7.09941, 4.77182, 3.76936], [5.53435, 3.60271, 3.02004], [5.60863, 3.11319, 1.72329], [4.56037, 2.34599, 1.23442], [3.45051, 2.05770, 2.02089], [3.40545, 2.55511, 3.31685], [4.43855, 3.33108, 3.82595], [2.26978, 1.23076, 1.44882], [2.37636, 0.93805, 0.24070], [1.36715, 0.98008, 2.26598], [6.47086, 3.33289, 1.10599], [4.56100, 1.95289, 0.22494], [2.53113, 2.31473, 3.90970], [4.39623, 3.72203, 4.83509]],
  "forces_ev_per_a": [[-0.4, 0.2, 0.3], [0.3, 0.1, -0.1], [0.0, 0.0, 0.0], [0.0, 0.0, -0.1], [0.1, -0.1, 0.1], [0.0, 0.1, 0.1], [-0.1, 0.0, -0.1], [0.0, 0.0, 0.0], [0.0, 0.0, 0.0], [0.0, -0.1, 0.1], [0.4, -0.4, -0.2], [-0.3, 0.0, -0.1], [0.0, 0.0, 0.0], [0.0, 0.0, 0.0], [0.0, 0.0, 0.0], [0.0, 0.0, 0.0], [0.0, 0.0, 0.0], [-0.1, 0.1, -0.1], [0.0, 0.0, 0.0], [0.0, 0.0, 0.0], [0.0, 0.0, 0.0], [0.0, 0.0, 0.0], [-0.1, 0.1, 0.0], [0.1, 0.0, 0.1], [0.0, 0.0, 0.0], [0.0, 0.0, -0.1], [0.1, -0.2, -0.1], [0.0, -0.1, 0.1], [0.0, 0.0, 0.0], [0.0, 0.0, 0.0], [0.0, 0.0, 0.0], [0.0, 0.0, 0.0], [-0.1, 0.0, -0.1], [0.0, 0.0, 0.0], [0.0, 0.0, 0.0], [0.0, 0.0, 0.0], [0.0, 0.0, 0.0], [0.0, 0.0, 0.0], [0.0, 0.0, 0.0], [0.0, 0.0, 0.0], [0.0, 0.0, 0.0], [0.0, 0.0, 0.0], [0.0, 0.0, 0.0], [0.0, 0.0, 0.0], [0.0, 0.0, 0.0], [0.0, 0.0, 0.0], [0.0, 0.0, 0.0], [0.1, 0.1, 0.1], [-0.2, -0.2, -0.1], [0.1, 0.1, 0.0], [-0.1, 0.0, 0.0], [0.0, 0.1, 0.0], [0.0, 0.0, 0.0], [0.1, 0.1, 0.1], [0.1, 0.0, -0.1], [0.0, 0.1, 0.1], [0.0, 0.0, 0.0], [0.0, 0.0, 0.0], [0.0, 0.0, 0.0], [0.0, 0.0, 0.0], [0.0, 0.0, 0.0]],
  "lowdin_charge": [0.33, -0.14, -0.31, -0.18, -0.16, -0.29, -0.03, -0.09, -0.09, -0.14, 0.10, 0.01, 0.10, 0.10, 0.10, 0.10, 0.11, 0.06, 0.10, 0.10, 0.09, 0.11, -0.23, 0.37, -0.20, -0.20, -0.15, -0.32, -0.06, -0.16, -0.17, -0.07, -0.24, 0.01, 0.01, 0.01, 0.01, 0.01, 0.01, -0.01, 0.02, 0.00, 0.01, 0.05, 0.08, 0.07, 0.10, 0.75, -0.76, -0.17, -0.03, -0.12, -0.03, -0.17, -0.68, -0.05, -0.04, 0.08, 0.11, 0.11, 0.08]
}

Record 3
{
  "formula": "C24H28FN4O7STi",
  "method": "ωB97M-V with the def2-TZVPD basis set",
  "total_charge": 3,
  "orbital_gap_ev": 7.377,
  "e_lumo_ev": -8.9844,
  "species": ["Ti", "F", "C", "C", "C", "C", "O", "C", "C", "N", "C", "C", "C", "C", "C", "C", "N", "C", "C", "N", "C", "C", "C", "O", "O", "H", "H", "H", "H", "H", "H", "H", "H", "H", "H", "H", "H", "H", "H", "H", "H", "H", "H", "O", "C", "C", "C", "C", "C", "C", "N", "H", "H", "H", "H", "H", "H", "H", "C", "S", "O", "O", "O", "H", "H", "H"],
  "xyz": [[0.16151, 3.42744, 1.36153], [-0.75885, -3.12371, 1.93615], [-0.49178, -2.46611, 0.80318], [-0.21604, -1.13987, 0.86146], [0.00998, -0.40524, -0.31787], [0.27789, 0.99390, -0.25270], [0.38108, 1.59237, 0.91487], [0.45116, 1.66637, -1.45116], [0.41931, 0.96705, -2.64142], [0.17904, -0.33557, -2.73298], [0.17798, -0.86210, -4.10904], [-0.73627, -1.91767, -4.64588], [0.74466, -2.17707, -4.53937], [-0.04863, -1.06918, -1.56369], [-0.30062, -2.44870, -1.57954], [-0.52383, -3.17348, -0.42333], [-0.75780, -4.55034, -0.49364], [-1.80855, -5.06368, -1.36060], [-1.43896, -6.42979, -1.91093], [-1.13939, -7.36180, -0.76948], [-0.07118, -6.80279, 0.13191], [-0.48783, -5.43093, 0.63658], [0.74235, 3.12246, -1.50351], [1.28656, 3.66637, -2.41012], [0.33091, 3.77589, -0.38711], [-0.20258, -0.63223, 1.81517], [0.60540, 1.50889, -3.55947], [0.36489, -0.04747, -4.79091], [-1.15793, -1.71773, -5.62070], [-1.42238, -2.41921, -3.98032], [1.33672, -2.15971, -5.44326], [1.11804, -2.86523, -3.79569], [-0.28393, -2.99986, -2.50178], [-1.97776, -4.39576, -2.20137], [-2.75840, -5.13605, -0.80979], [-0.54040, -6.38549, -2.52393], [-2.25498, -6.85621, -2.49119], [-0.85376, -8.27604, -1.12768], [-1.99327, -7.52351, -0.22745], [0.84194, -6.74802, -0.45817], [0.07028, -7.49688, 0.95790], [0.33533, -5.04457, 1.23126], [-1.35712, -5.52801, 1.29979], [0.67858, 3.05577, 3.37220], [1.32335, 4.13136, 4.09071], [2.15353, 4.85909, 3.07944], [3.06068, 5.82495, 3.44625], [3.77867, 6.47458, 2.45314], [3.56098, 6.13605, 1.12480], [2.61461, 5.18348, 0.82530], [1.90782, 4.54707, 1.78853], [0.02469, 2.60219, 3.91918], [1.93102, 3.72522, 4.89750], [0.56545, 4.79869, 4.50646], [3.21678, 6.05640, 4.49155], [4.50082, 7.23706, 2.71378], [4.10467, 6.61622, 0.32423], [2.39308, 4.92609, -0.19959], [-3.28592, 4.53212, 3.21715], [-2.39490, 4.02648, 1.79481], [-3.20419, 4.04283, 0.63623], [-1.12861, 4.89119, 1.69299], [-1.67515, 2.71125, 2.05668], [-4.31850, 4.68050, 2.90987], [-2.85331, 5.46630, 3.57012], [-3.20693, 3.74439, 3.96295]],
  "forces_ev_per_a": [[-0.3, -0.2, 0.1], [0.0, 0.0, 0.0], [0.1, 0.0, 0.0], [0.0, 0.1, 0.0], [0.0, -0.1, 0.1], [0.0, 0.0, 0.2], [0.1, 0.0, -0.1], [0.0, 0.2, 0.1], [0.0, 0.0, 0.0], [0.0, 0.0, 0.0], [0.0, -0.1, -0.1], [-0.1, 0.0, 0.0], [0.1, 0.0, 0.0], [0.0, 0.0, 0.0], [0.0, 0.0, -0.1], [0.0, 0.0, 0.1], [0.1, 0.0, 0.0], [0.0, 0.0, 0.1], [0.0, 0.0, 0.0], [0.0, 0.0, 0.0], [0.0, 0.0, 0.0], [0.0, 0.0, 0.0], [0.1, -0.2, -0.2], [-0.1, 0.1, 0.0], [0.0, 0.1, 0.1], [0.0, 0.0, 0.0], [0.0, 0.0, 0.0], [0.0, 0.1, 0.1], [0.0, 0.0, 0.0], [0.0, 0.0, 0.0], [0.0, 0.0, 0.0], [0.0, 0.0, 0.0], [0.0, 0.0, 0.0], [0.0, 0.0, 0.0], [0.0, 0.0, 0.0], [0.0, 0.0, 0.0], [0.0, 0.0, 0.0], [0.0, 0.0, 0.0], [0.0, 0.0, 0.0], [0.0, 0.0, 0.0], [0.0, 0.0, 0.0], [0.0, 0.0, 0.0], [0.0, 0.0, 0.0], [0.0, 0.1, 0.0], [0.0, 0.0, 0.0], [-0.2, -0.1, -0.1], [0.2, 0.0, 0.0], [0.0, 0.0, 0.0], [0.0, 0.0, 0.0], [0.0, 0.0, 0.0], [-0.1, 0.2, 0.0], [0.0, -0.1, 0.1], [0.0, 0.0, 0.0], [0.0, 0.0, 0.0], [0.0, 0.0, 0.0], [0.0, 0.0, 0.0], [0.0, 0.0, 0.0], [0.0, 0.0, 0.0], [0.0, 0.0, 0.1], [0.4, -0.1, -0.2], [-0.1, 0.0, 0.1], [0.1, 0.0, -0.1], [-0.2, 0.2, -0.2], [0.0, 0.0, 0.0], [0.0, 0.0, 0.0], [0.0, 0.0, 0.1]],
  "lowdin_charge": [1.27, 0.11, -0.18, 0.11, -0.04, -0.19, -0.11, -0.01, 0.09, 0.08, -0.20, -0.06, -0.06, -0.06, 0.07, -0.11, -0.08, -0.12, -0.07, 0.07, -0.07, -0.13, -0.45, 0.20, -0.11, 0.15, 0.17, 0.15, 0.12, 0.09, 0.12, 0.10, 0.09, 0.13, 0.15, 0.15, 0.15, 0.19, 0.19, 0.15, 0.15, 0.14, 0.14, -0.12, -0.08, -0.21, 0.03, 0.03, 0.01, -0.04, 0.02, 0.14, 0.16, 0.15, 0.14, 0.14, 0.14, 0.12, -0.07, 0.59, -0.19, -0.36, -0.37, 0.09, 0.09, 0.09]
}